Entry 1:
Here is the molecule C5H3N3 at a distorted geometry from the Open Molecules 2025 dataset. Energies are from ωB97M-V/def2-TZVPD.

```
11
Properties=species:S:1:pos:R:3:lowdin_charge:R:1
C -0.695 -0.317 -0.022 -0.20
C -2.078 -0.177 0.059 -0.16
N 1.568 0.484 -0.062 0.11
C 0.199 0.924 -0.098 -0.32
N -3.246 0.026 -0.077 0.17
C 1.527 -0.746 0.011 -0.13
N -0.191 2.156 0.092 0.21
H 0.644 2.695 -0.024 0.05
H -0.288 -2.373 0.148 0.12
C 0.135 -1.384 0.032 0.07
H 2.425 -1.287 -0.059 0.10
```

Summary:
E_tot = -9701.556 eV
Structure (SMILES) = [H]/N=C1\N=CC=C1C#N
F_max = 0.115 hartree/bohr
2S+1 = 1
HOMO-LUMO gap = 8.97 eV
Energy relative to the best compared isomer or geometry (same formula, charge and spin) = 29.2 kcal per mole
E_HOMO = -10.56 eV

Entry 2:
Here is the molecule C5H3N3O5 at a distorted geometry from the Open Molecules 2025 dataset. Energies are from ωB97M-V/def2-TZVPD.

```
16
Properties=species:S:1:pos:R:3:lowdin_charge:R:1
C 1.213 -1.104 -1.682 -0.46
N 1.460 0.063 -0.821 0.11
O 3.730 -0.066 -0.701 0.20
O -0.467 1.398 -0.608 0.09
H 0.383 0.559 0.909 0.12
C 0.222 0.346 -0.070 -0.26
O 3.571 -0.755 3.144 0.24
N 2.467 -0.147 1.187 0.22
O -1.585 -1.286 0.425 0.15
C -0.458 -1.022 -0.284 -0.24
C 2.684 -0.020 -0.201 -0.51
C 3.153 -0.446 2.139 -0.27
N 0.137 -1.781 -1.144 0.23
O 1.989 -1.486 -2.479 0.18
H -1.252 1.163 -1.030 0.08
H -1.882 -2.121 0.121 0.11
```

Summary:
E_tot = -19940.714 eV
Structure (SMILES) = O=C=NC(=O)N1C(=O)N=C(O)[C@@H]1O
F_max = 0.071 hartree/bohr
2S+1 = 1
HOMO-LUMO gap = 10.62 eV
Energy relative to the best compared isomer or geometry (same formula, charge and spin) = 6.9 kcal per mole
E_HOMO = -10.77 eV

Entry 3:
Here is a 2-piece molecular cluster, C5H3N3OS overall at a distorted geometry from the Open Molecules 2025 dataset. Energies are from ωB97M-V/def2-TZVPD.

```
13
Properties=species:S:1:pos:R:3:lowdin_charge:R:1
N 0.927 2.893 0.249 0.09
N -0.793 -0.504 2.595 -0.10
H -0.334 -1.341 -3.323 0.06
H 1.761 -0.230 -2.216 0.11
C -0.587 -0.371 1.447 -0.01
O -1.086 -0.490 3.778 0.02
S -1.416 -1.534 -1.058 1.03
C 0.444 2.334 1.108 -0.08
N 0.762 -0.153 -0.512 0.03
C -0.227 -1.270 -2.269 -0.40
C -0.244 -0.697 0.081 -0.52
C 0.866 -0.607 -1.754 -0.24
H -0.072 1.971 1.874 0.00
```

Summary:
E_tot = -22581.871 eV
F_max = 0.069 hartree/bohr
2S+1 = 1
HOMO-LUMO gap = 8.64 eV
Energy relative to the best compared isomer or geometry (same formula, charge and spin) = 83.9 kcal per mole
E_HOMO = -9.31 eV

Entry 4:
Here is C5H3N4S as an isolated structure at a distorted geometry from the Open Molecules 2025 dataset. Energies are from ωB97M-V/def2-TZVPD.

```
13
Properties=species:S:1:pos:R:3:lowdin_charge:R:1
N 2.851 1.625 -0.117 0.21
S 0.297 -1.349 -0.883 1.19
C -1.361 0.523 0.117 -0.12
H -1.233 -0.486 -2.085 0.02
C 0.209 -0.844 1.030 -0.27
N -3.160 2.249 -0.161 0.28
C 2.218 0.663 0.023 -0.16
C -2.412 1.420 -0.059 -0.12
C 1.466 -0.616 0.280 -0.40
N -0.623 -0.160 -1.441 -0.18
H 0.185 -1.788 1.779 0.21
N -0.730 0.161 1.113 0.17
H 2.294 -1.399 0.405 0.17
```

Summary:
E_tot = -22016.488 eV
F_max = 0.125 hartree/bohr
2S+1 = 1
HOMO-LUMO gap = 9.91 eV
Energy relative to the best compared isomer or geometry (same formula, charge and spin) = 0.0 kcal per mole
E_HOMO = -15.74 eV
Total charge = +1

Entry 5:
Here is C5H3NO as an isolated structure at a distorted geometry from the Open Molecules 2025 dataset. Energies are from ωB97M-V/def2-TZVPD.

```
10
Properties=species:S:1:pos:R:3:lowdin_charge:R:1
H -0.331 -2.185 -0.916 0.08
H 1.939 -0.015 -0.652 0.11
O -1.409 0.866 -0.583 0.05
H 1.167 1.645 1.462 0.10
C 1.007 0.366 -0.280 -0.01
C -0.686 -1.442 -0.322 -0.17
C -0.840 0.811 0.608 -0.11
N -1.074 -1.147 0.807 0.17
C 0.572 1.119 0.742 -0.05
C -0.346 -0.019 -0.867 -0.17
```

Summary:
E_tot = -8762.841 eV
F_max = 0.077 hartree/bohr
2S+1 = 1
HOMO-LUMO gap (alpha / beta) = 8.47 / 8.47 eV
Energy relative to the best compared isomer or geometry (same formula, charge and spin) = 165.2 kcal per mole
E_HOMO (alpha / beta) = -8.83 / -8.83 eV

Entry 6:
Here is the molecule C5H3NO at a distorted geometry from the Open Molecules 2025 dataset. Energies are from ωB97M-V/def2-TZVPD.

```
10
Properties=species:S:1:pos:R:3:lowdin_charge:R:1
O 1.473 1.652 0.136 -0.02
C -0.029 0.053 0.254 -0.24
N 0.361 2.126 -0.538 0.08
C -0.633 -1.208 0.355 -0.09
H 2.034 -0.104 1.082 0.15
H -1.202 -2.876 -0.694 0.04
C -0.524 1.174 -0.474 -0.08
C -1.144 -2.292 0.190 0.08
C 1.236 0.421 0.576 -0.05
H -1.485 1.275 -0.964 0.13
```

Summary:
E_tot = -8766.916 eV
Structure (SMILES) = C#Cc1cnoc1
F_max = 0.026 hartree/bohr
2S+1 = 1
HOMO-LUMO gap = 10.00 eV
Energy relative to the best compared isomer or geometry (same formula, charge and spin) = 71.3 kcal per mole
E_HOMO = -9.57 eV